Entry 1:
Molecular formula: C86H190N16
Method: DFT, wB97M-V/def2-TZVPD

* energy above the lowest of the compared OMol25 structures with the same formula, charge and spin: 35.4 kcal/mol
* F_max: 3.63 eV Å⁻¹
* E_LUMO: 0.71 eV
* orbital gap: 0.313 hartree
* highest occupied orbital energy: -7.81 eV
* E_tot: -4266.46428 hartree

Geometry (Å):
N  21.0556  -22.1739  -14.0888
C  21.3895  -22.9550  -15.1166
C  20.2272  -23.2279  -15.8620
C  19.1686  -22.4486  -15.2983
C  19.7283  -21.9135  -14.1677
H  21.7176  -21.8645  -13.3846
H  22.3353  -23.4598  -15.3367
H  20.0678  -23.7810  -16.7692
H  18.1734  -22.3791  -15.6362
H  19.2917  -21.2253  -13.4445
N  11.5739  -23.8985  -12.1675
C  12.2423  -24.9942  -11.8353
C  11.6653  -26.0496  -12.4744
C  10.5762  -25.5512  -13.2696
C  10.5286  -24.1940  -13.0406
H  11.7542  -22.9499  -11.7904
H  13.1464  -24.9869  -11.1368
H  11.8715  -27.1664  -12.3998
H  10.1483  -26.2882  -13.9784
H  9.7282  -23.5033  -13.2552
N  19.3156  -22.4486  -9.4632
C  19.0209  -22.1200  -10.7629
C  19.0712  -20.7767  -10.8648
C  19.2588  -20.2108  -9.5838
C  19.4450  -21.3122  -8.7187
H  19.1061  -23.3676  -9.1275
H  18.7277  -22.9142  -11.4074
H  18.9294  -20.3301  -11.8434
H  19.4849  -19.2308  -9.1637
H  19.6160  -21.3954  -7.6467
N  15.0946  -23.7259  -20.7772
C  14.2885  -24.1925  -21.7766
C  13.8408  -25.4351  -21.4538
C  14.4592  -25.8429  -20.2507
C  15.2868  -24.7692  -19.8698
H  15.6929  -22.8898  -20.9308
H  14.2101  -23.5790  -22.6897
H  13.0854  -26.0195  -21.8817
H  14.1504  -26.7327  -19.8016
H  15.8316  -24.7036  -18.9256
N  16.1807  -25.4843  -9.6177
C  16.3446  -25.2740  -8.2589
C  16.4105  -23.9186  -8.0628
C  16.2777  -23.2727  -9.2614
C  16.0760  -24.2077  -10.2359
H  15.9843  -26.3409  -10.1063
H  16.5111  -26.0079  -7.4846
H  16.4431  -23.4988  -7.0649
H  16.2981  -22.2194  -9.3768
H  15.9918  -24.1685  -11.2944
C  15.0160  -27.3838  -12.9208
C  15.6306  -28.6231  -12.2362
N  15.4055  -28.5239  -10.7963
C  14.0224  -28.8207  -10.4388
C  13.6438  -28.3550  -9.0627
C  16.3445  -29.3952  -10.0698
C  17.8190  -29.3894  -10.5811
H  15.3677  -27.2151  -13.9075
H  15.3107  -26.5559  -12.3232
H  13.9286  -27.4453  -12.9064
H  15.1285  -29.5731  -12.5735
H  16.6955  -28.5884  -12.3644
H  13.8725  -29.9416  -10.3901
H  13.3938  -28.4931  -11.2758
H  12.7025  -28.8117  -8.6976
H  13.5519  -27.2458  -8.9635
H  14.4675  -28.6387  -8.3583
H  16.2637  -29.0910  -9.0324
H  16.0271  -30.4643  -10.0978
H  17.8660  -29.9563  -11.4954
H  18.2375  -28.4228  -10.7044
H  18.4747  -29.9232  -9.8583
C  10.2035  -25.8534  -20.0218
C  9.7550  -24.5107  -19.3976
N  10.2065  -24.1372  -18.1089
C  11.0249  -22.9617  -18.0262
C  12.2679  -23.0865  -19.0097
C  9.1483  -24.1600  -17.0842
C  8.5983  -25.5640  -16.9290
H  9.7469  -26.7166  -19.5070
H  11.2820  -26.0363  -20.1507
H  9.7765  -25.8297  -20.9917
H  9.9364  -23.6330  -20.0866
H  8.6656  -24.5897  -19.4672
H  10.3904  -22.1093  -18.3963
H  11.3849  -22.8031  -17.0176
H  12.5530  -24.1372  -19.1351
H  12.0126  -22.7322  -20.0043
H  13.0973  -22.5199  -18.6866
H  8.2295  -23.5853  -17.3012
H  9.4132  -23.6540  -16.1671
H  8.6153  -26.1363  -17.8814
H  7.6104  -25.6646  -16.4683
H  9.2955  -26.1211  -16.2465
C  13.1431  -24.6336  -15.6509
C  14.0707  -23.4481  -16.0554
N  15.3063  -23.2124  -15.2990
C  16.1183  -24.4385  -15.2230
C  16.6109  -25.0088  -16.5912
C  15.0251  -22.8303  -13.9311
C  16.2210  -22.1606  -13.2216
H  12.4156  -24.7554  -16.5082
H  12.5825  -24.3832  -14.7307
H  13.6314  -25.6659  -15.5277
H  14.2767  -23.5168  -17.1247
H  13.5237  -22.5441  -15.8801
H  16.9652  -24.2581  -14.5748
H  15.5787  -25.2404  -14.6238
H  17.4130  -25.7749  -16.4141
H  15.8265  -25.6247  -17.1702
H  17.0379  -24.2695  -17.2521
H  14.6125  -23.6600  -13.3691
H  14.1647  -22.1034  -14.0111
H  15.7999  -21.5597  -12.4000
H  16.6974  -21.4065  -13.9034
H  16.9583  -22.8066  -12.8134
C  18.3105  -25.2812  -12.4610
C  19.6184  -25.8943  -13.0905
N  19.5155  -27.2664  -13.5592
C  18.7320  -27.2786  -14.7478
C  18.4822  -28.6244  -15.4301
C  20.8429  -27.8507  -13.8318
C  21.4096  -28.5054  -12.5680
H  17.4067  -25.5257  -12.9855
H  18.5446  -24.2605  -12.4170
H  18.1800  -25.7289  -11.4738
H  20.0990  -25.2347  -13.8244
H  20.3600  -25.9865  -12.2735
H  17.7964  -26.8270  -14.4892
H  19.1443  -26.5504  -15.4573
H  19.3656  -28.9477  -15.8933
H  18.2084  -29.4249  -14.7558
H  17.5547  -28.4774  -16.0225
H  21.6096  -27.2199  -14.3285
H  20.7247  -28.6782  -14.5001
H  22.2817  -29.0769  -12.7245
H  20.6336  -29.1493  -12.2061
H  21.5915  -27.9118  -11.6534
C  14.9372  -19.3832  -14.7251
C  14.1420  -18.8921  -15.8694
N  13.6781  -17.4919  -15.7372
C  12.5250  -17.1510  -14.8620
C  12.4354  -15.6765  -14.6707
C  13.5574  -16.9412  -17.0947
C  12.4265  -17.3440  -18.0092
H  15.3579  -20.3511  -14.9321
H  14.2599  -19.3967  -13.8565
H  15.7259  -18.6629  -14.4518
H  14.7542  -18.8812  -16.7733
H  13.3584  -19.6775  -16.0862
H  12.7712  -17.5493  -13.8628
H  11.5326  -17.5522  -15.1552
H  12.0228  -15.4095  -13.7025
H  11.7363  -15.1764  -15.3158
H  13.3757  -15.1574  -14.6585
H  13.5117  -15.8558  -16.9580
H  14.4588  -17.0888  -17.6043
H  12.4659  -18.3200  -18.5212
H  11.4448  -17.2826  -17.5472
H  12.4130  -16.6066  -18.8241
C  13.8469  -19.5494  -10.9700
C  13.1288  -20.8610  -11.1205
N  11.8094  -21.0329  -10.5457
C  11.7614  -21.1190  -9.0622
C  10.7599  -22.1291  -8.4893
C  10.9846  -19.8992  -10.9073
C  10.4982  -19.9713  -12.3325
H  13.6165  -18.7463  -11.6615
H  14.8970  -19.7259  -11.0835
H  13.8482  -19.0316  -10.0332
H  13.0182  -21.1311  -12.2132
H  13.7568  -21.7568  -10.8573
H  12.7232  -21.4600  -8.7107
H  11.5762  -20.0810  -8.7715
H  10.9825  -23.1618  -8.8265
H  10.7456  -22.0195  -7.4028
H  9.7646  -21.9277  -8.8636
H  11.4827  -18.9164  -10.6751
H  10.0357  -20.0029  -10.3669
H  9.6999  -19.2105  -12.4520
H  9.9582  -20.9311  -12.4414
H  11.3512  -19.9079  -13.0327
C  9.8179  -32.2041  -16.6461
C  10.3366  -32.1118  -15.1841
N  11.0975  -30.9243  -14.9113
C  10.2924  -29.6811  -15.0966
C  11.0922  -28.5970  -15.7982
C  11.8963  -31.0150  -13.7324
C  13.1253  -31.9733  -13.8724
H  8.7032  -32.0786  -16.7265
H  10.0366  -33.2071  -16.9907
H  10.3725  -31.5517  -17.2982
H  9.4595  -32.1662  -14.4508
H  10.9094  -33.0735  -15.0291
H  9.4776  -30.0827  -15.7124
H  9.8271  -29.2737  -14.1741
H  11.5025  -29.0956  -16.7003
H  10.3942  -27.8861  -16.2692
H  11.9222  -28.1350  -15.2230
H  11.3467  -31.3134  -12.8179
H  12.2711  -29.9923  -13.5196
H  13.9030  -31.4529  -14.4586
H  12.8685  -32.8545  -14.4326
H  13.6039  -32.1835  -12.9711
C  17.8146  -31.3758  -19.1833
C  17.9321  -30.2338  -18.1986
N  17.1567  -28.9559  -18.4879
C  15.8384  -29.3131  -18.8062
C  15.0153  -29.9009  -17.6988
C  17.7513  -28.2029  -19.5664
C  18.8405  -27.1972  -19.1743
H  16.7596  -31.7043  -19.2624
H  18.3609  -32.2936  -18.9332
H  18.2054  -30.9935  -20.1784
H  17.6826  -30.5139  -17.1656
H  19.0329  -30.0010  -18.1646
H  15.2389  -28.4287  -19.0506
H  15.8839  -29.8547  -19.7481
H  15.4029  -30.8088  -17.1844
H  15.0585  -29.2345  -16.8106
H  13.9563  -30.0277  -17.9994
H  16.9283  -27.6747  -20.0162
H  18.1729  -28.8564  -20.3374
H  18.2978  -26.4773  -18.4889
H  19.0960  -26.7038  -20.0921
H  19.7006  -27.7266  -18.7606
C  22.3932  -23.5759  -10.7973
C  22.8414  -22.1176  -10.7805
N  23.3454  -21.7053  -12.0877
C  24.6310  -22.3733  -12.2609
C  25.3060  -22.1391  -13.6662
C  23.5380  -20.2225  -12.0525
C  22.1812  -19.4422  -11.9556
H  21.7854  -23.7548  -11.7246
H  21.7595  -23.8518  -10.0011
H  23.2402  -24.1867  -10.7566
H  22.1188  -21.4555  -10.4186
H  23.7378  -22.0338  -10.1312
H  24.4097  -23.4072  -12.1784
H  25.2227  -22.0572  -11.4133
H  25.9984  -22.9970  -13.9027
H  25.8656  -21.2114  -13.6861
H  24.4974  -22.0068  -14.4743
H  24.1268  -19.9698  -11.1695
H  24.0084  -19.8033  -12.9595
H  22.3315  -18.4241  -12.2937
H  21.4030  -19.9233  -12.5995
H  21.8845  -19.4127  -10.8975
C  19.6308  -17.5681  -14.5034
C  18.2027  -17.8063  -13.9392
N  18.1610  -17.5265  -12.4325
C  18.7256  -16.2717  -12.0170
C  18.7419  -15.9444  -10.5059
C  16.8326  -17.6715  -11.8574
C  15.7965  -16.5712  -12.1191
H  20.2000  -18.2253  -13.8841
H  20.0091  -16.5823  -14.3104
H  19.7154  -17.8094  -15.5430
H  17.4333  -17.2511  -14.4985
H  18.0591  -18.8509  -14.1372
H  19.7440  -16.2365  -12.3851
H  18.2239  -15.3508  -12.5403
H  19.2932  -16.5847  -9.9177
H  19.3095  -15.0167  -10.4345
H  17.7090  -15.7454  -10.1247
H  16.9524  -17.9409  -10.7757
H  16.4116  -18.6262  -12.2949
H  16.1172  -15.6021  -11.9240
H  14.8281  -16.6748  -11.6113
H  15.6186  -16.5899  -13.1876
C  15.8458  -21.3629  -18.7729
C  17.1956  -21.4922  -19.4300
N  17.2071  -21.5371  -20.8989
C  18.4733  -22.1183  -21.4568
C  18.8012  -23.5542  -21.1330
C  16.9208  -20.2393  -21.4772
C  16.1929  -20.3712  -22.8265
H  16.0042  -21.2231  -17.7490
H  15.2645  -22.2985  -18.7883
H  15.2096  -20.5418  -19.1817
H  17.7461  -20.5778  -19.1087
H  17.7491  -22.3841  -19.0756
H  18.3044  -22.1841  -22.5143
H  19.3240  -21.4851  -21.2727
H  17.9756  -24.2056  -21.4854
H  19.6397  -23.7978  -21.7550
H  19.1178  -23.7886  -20.1250
H  17.8893  -19.6668  -21.5768
H  16.3709  -19.6123  -20.7633
H  15.9668  -19.3807  -23.1627
H  15.2497  -20.9064  -22.6520
H  16.8128  -20.8413  -23.5926

Cartesian forces (eV/Å) of the 2 atoms listed first:
0.0 0.0 0.3
-0.6 -2.4 -2.6

Entry 2:
Molecular formula: C35H52DyP4S
Method: DFT, wB97M-V/def2-TZVPD

* multiplicity: 6
* energy above the lowest of the compared OMol25 structures with the same formula, charge and spin: 3.4 kcal/mol
* charge: +3
* F_max: 2.14 eV Å⁻¹
* E_LUMO (spin up / spin down): -9.66 / -10.02 eV
* orbital gap (spin up / spin down): 0.228 / 0.215 hartree
* highest occupied orbital energy (spin up / spin down): -15.86 / -15.86 eV
* E_tot: -4012.57143 hartree

Geometry (Å):
Dy  -0.4611  -0.0067  -0.6874
P  -2.0356  -1.1953  1.3488
P  0.9171  -2.4741  -1.0056
P  -2.4624  -1.2354  -2.2035
H  0.7916  2.9460  0.6178
C  0.0959  2.8461  -0.2238
C  -1.2335  2.5270  -0.0382
H  -1.6439  2.4743  0.9822
C  -1.7864  -0.9701  3.1502
C  -2.2761  -3.0343  1.3819
C  -3.7954  -0.6155  1.2998
C  2.0999  -2.2491  -2.3871
C  2.0763  -3.3160  0.1364
C  0.1294  -4.0314  -1.5817
C  -3.9394  -0.1566  -2.3956
C  -3.3582  -2.8127  -1.9836
C  -1.8667  -1.5089  -3.9218
H  0.5130  3.0472  -1.2250
H  -1.9494  2.4866  -0.8876
H  -1.7317  0.0917  3.4122
H  -0.8778  -1.4795  3.4927
H  -2.6371  -1.4043  3.6920
H  -1.3165  -3.5287  1.5954
H  -2.6852  -3.4257  0.4409
H  -2.9802  -3.2613  2.1981
H  -3.8170  0.4785  1.4242
H  -4.3051  -1.0733  2.1637
H  -4.3187  -0.8898  0.3716
H  2.6242  -3.2080  -2.4987
H  2.8075  -1.4422  -2.1640
H  1.5532  -1.9996  -3.3020
H  2.6892  -4.0091  -0.4601
H  1.5330  -3.8788  0.9015
H  2.7309  -2.6234  0.6685
H  0.9327  -4.7772  -1.6676
H  -0.3562  -3.9041  -2.5526
H  -0.6261  -4.3798  -0.8695
H  -4.3787  -0.3595  -3.3843
H  -3.6657  0.9075  -2.3330
H  -4.6632  -0.3902  -1.6005
H  -3.9940  -2.9558  -2.8722
H  -3.9776  -2.7747  -1.0834
H  -2.6789  -3.6625  -1.8755
H  -2.7509  -1.5052  -4.5753
H  -1.3469  -2.4763  -3.9927
H  -1.1896  -0.7064  -4.2412
C  -1.3519  3.1304  -4.8308
C  -0.7508  2.9091  -6.0964
C  -1.0255  3.7624  -7.1764
C  -1.8849  4.8525  -6.9833
C  -2.3095  5.1904  -5.6859
C  -2.0104  4.3641  -4.6010
S  -1.3980  1.9259  -3.5452
H  -0.1049  1.5636  -3.0223
H  -0.0474  2.0919  -6.2192
H  -0.5949  3.6222  -8.1772
H  -2.1720  5.4835  -7.8275
H  -2.8829  6.1064  -5.5209
H  -2.2739  4.6498  -3.5809
C  3.6815  -3.0671  4.5556
C  2.4064  -3.3572  4.0664
C  1.7092  -2.4282  3.2907
C  2.3088  -1.1929  2.9603
C  3.5829  -0.8986  3.4768
C  4.2565  -1.8276  4.2740
P  1.3320  0.0609  2.0216
C  0.8099  1.0968  3.4587
C  0.1277  2.2969  3.1885
C  -0.5050  3.0112  4.2071
C  -0.4923  2.5363  5.5226
C  0.1558  1.3336  5.8030
C  0.7995  0.6206  4.7897
C  2.7093  1.0230  1.3089
C  2.9874  2.3560  1.6447
C  3.9992  3.0480  0.9665
C  4.7253  2.4144  -0.0468
C  4.4354  1.0864  -0.3921
C  3.4628  0.3801  0.3064
H  4.2095  -3.7930  5.1745
H  1.9472  -4.3176  4.2938
H  0.7087  -2.6643  2.9199
H  4.0452  0.0640  3.2491
H  5.2351  -1.5755  4.6742
H  0.0369  2.6396  2.1614
H  -1.0500  3.9288  3.9798
H  -1.0091  3.0799  6.3172
H  0.1442  0.9248  6.8146
H  1.2469  -0.3455  5.0285
H  2.4094  2.8607  2.4233
H  4.2111  4.0805  1.2495
H  5.5256  2.9550  -0.5537
H  4.9920  0.6030  -1.1963
H  3.2732  -0.6682  0.0646

Cartesian forces (eV/Å) of the 2 atoms listed first:
0.5 0.1 1.2
-1.5 -0.8 1.2

Entry 3:
Molecular formula: C2HO3PS
Method: DFT, wB97M-V/def2-TZVPD

* energy above the lowest of the compared OMol25 structures with the same formula, charge and spin: 2.9 kcal/mol
* charge: -2
* F_max: 3.68 eV Å⁻¹
* E_LUMO: 4.93 eV
* orbital gap: 0.189 hartree
* highest occupied orbital energy: -0.21 eV
* E_tot: -1042.05540 hartree

Geometry (Å):
C  0.1213  1.7517  -1.1687
C  0.2918  1.2018  -0.1061
O  -0.0332  1.6969  -4.2681
O  -0.4738  3.9966  -3.2368
O  -2.2495  2.1541  -3.0815
P  -0.8267  2.5458  -3.3256
S  0.5869  0.3543  1.4275
H  0.1361  -0.8303  0.9912

Cartesian forces (eV/Å) of the 2 atoms listed first:
-0.8 1.1 -2.5
0.8 -1.5 3.3

Entry 4:
Molecular formula: C5H10N2O2
Method: DFT, wB97M-V/def2-TZVPD

* energy above the lowest of the compared OMol25 structures with the same formula, charge and spin: 119.3 kcal/mol
* F_max: 5.09 eV Å⁻¹
* SMILES: [H]/N=C(CO)\C(O)=C(\C)N
* E_LUMO (spin up / spin down): -0.25 / -0.23 eV
* orbital gap (spin up / spin down): 0.245 / 0.246 hartree
* highest occupied orbital energy (spin up / spin down): -6.91 / -6.93 eV
* E_tot: -456.36401 hartree

Geometry (Å):
H  0.3725  -1.2600  -2.9823
N  -0.1790  -0.4876  -2.6058
C  -0.1317  -0.3988  -1.3359
C  -1.6959  -0.2720  -0.5780
O  -2.1546  1.0239  -0.8732
C  0.8687  0.0071  -0.4499
O  2.2153  -0.1581  -0.7607
C  0.5317  0.2701  0.8782
C  1.0501  -0.6048  1.9809
N  -0.0828  1.4113  1.2761
H  -2.2517  -1.0223  -1.1515
H  -1.8747  -0.4517  0.4805
H  -1.9125  1.2056  -1.7929
H  2.2816  -0.4751  -1.6705
H  1.3471  -1.5650  1.5700
H  1.9358  -0.1281  2.4097
H  0.3142  -0.7130  2.7788
H  -0.0593  1.6691  2.2477
H  -0.5747  1.9496  0.5788

Cartesian forces (eV/Å) of the 2 atoms listed first:
0.4 0.7 -0.5
-0.2 -2.3 -1.2